[1]
The following is a quantum chemistry calculation of a cluster of 2 separate species, C3H7NO4 in total, from OMol25.

Positions of all 15 atoms, in Å:
C  -1.0526  -1.0669  -0.5554
C  -2.3102  0.7720  0.3566
C  -0.9605  0.3149  -0.1027
N  3.4924  -0.1967  0.2446
O  2.8356  0.9478  0.0017
O  4.6652  -0.0638  0.2359
O  0.0465  1.0280  0.1190
O  2.8280  -1.1322  0.5024
H  -1.9436  -1.1779  -1.3276
H  -1.4487  -1.7904  0.2102
H  -0.1587  -1.4105  -0.9914
H  -2.8702  1.0816  -0.5392
H  -2.1415  1.6184  0.9393
H  -2.8453  -0.0353  0.9155
H  1.8637  1.1110  -0.0089

## Properties
* DFT total energy: -12899.9171 eV
* ΔE to the lowest compared entry with this formula, charge and spin: 585.6 kJ/mol
* M: 121.09 g/mol
* multiplicity: 1
* F_max: 0.0687 hartree/bohr
* SMILES: O=[N+]([O-])O.CC(C)=O
* highest occupied orbital energy: -0.39370 Ha
* Kohn-Sham gap: 11.114 eV



[2]
The following is a quantum chemistry calculation of a cluster of 2 separate species, C3H7NO4 in total, from OMol25.

Positions of all 15 atoms, in Å:
O  0.5331  1.8167  -0.5243
C  0.6822  0.6718  -0.1441
N  -0.3975  -0.2070  -0.4705
C  -0.2374  -1.6020  -0.5474
O  -1.2636  -2.2437  -1.1435
O  0.7460  -2.2012  -0.2208
C  1.9472  0.2340  0.4666
H  -1.1788  0.1309  -1.0073
H  -2.1047  -1.8452  -0.9630
H  2.3445  0.9779  1.1485
H  1.9085  -0.7168  0.9869
H  2.6647  0.1447  -0.3488
H  -1.3635  2.2065  0.9196
H  -2.0889  0.8599  1.1017
O  -2.1917  1.7735  0.7465

## Properties
* DFT total energy: -12905.2093 eV
* ΔE to the lowest compared entry with this formula, charge and spin: 75.0 kJ/mol
* M: 121.09 g/mol
* multiplicity: 1
* F_max: 0.0509 hartree/bohr
* SMILES: CC(=O)NC(=O)O.O
* highest occupied orbital energy: -0.39151 Ha
* Kohn-Sham gap: 10.798 eV



[3]
The following is a quantum chemistry calculation of an isolated molecule of C3H7NO4S2, from OMol25.

Positions of all 17 atoms, in Å:
C  -1.4270  -0.3007  -1.0233
C  0.3555  0.4492  1.2561
C  2.4374  -0.5861  -0.5825
N  1.9077  -1.6724  -0.2772
O  -1.8827  1.6786  0.5348
O  -1.8021  -0.6701  1.5766
O  2.7907  1.4916  0.8698
O  1.1976  1.8291  -0.9401
S  -1.2530  0.3905  0.4256
S  1.6100  1.0469  0.1291
H  -1.3902  0.5024  -1.7761
H  -0.7110  -1.0662  -1.1781
H  0.2318  1.0321  2.1375
H  0.6473  -0.5517  1.3774
H  3.4128  -0.4090  -1.0429
H  2.4498  -2.4551  -0.6284
H  -2.2638  -1.2601  0.9540

## Properties
* DFT total energy: -34564.3792 eV
* ΔE to the lowest compared entry with this formula, charge and spin: 377.9 kJ/mol
* M: 185.23 g/mol
* multiplicity: 3
* F_max: 0.1810 hartree/bohr
* highest occupied orbital energy (spin up / spin down): -0.13835 / -0.32420 Ha
* Kohn-Sham gap (spin up / spin down): 3.641 / 4.117 eV
* <S²>: 2.009



[4]
The following is a quantum chemistry calculation of a cluster of 2 separate species, C3H7NO5 in total, from OMol25.

Positions of all 16 atoms, in Å:
C  -2.6538  0.5744  0.1395
C  -1.5231  -0.4720  -0.1183
O  -0.4701  0.4188  0.0680
C  1.1664  -0.0670  0.1192
O  1.7453  0.9255  0.6104
O  5.0068  -1.3113  0.0683
N  5.1817  -0.2655  -0.5678
O  6.0295  0.6368  -0.2686
O  -3.8994  0.0635  -0.0534
H  -2.4866  0.9627  1.1569
H  -2.4465  1.4383  -0.5074
H  -1.6781  -1.2911  0.5829
H  -1.6828  -0.8813  -1.1174
H  1.1090  -0.9633  0.7319
H  1.1519  -0.5663  -0.8619
H  -4.5502  0.7976  0.0177

## Properties
* DFT total energy: -14943.4230 eV
* ΔE to the lowest compared entry with this formula, charge and spin: 904.6 kJ/mol
* M: 137.09 g/mol
* multiplicity: 1
* F_max: 0.1115 hartree/bohr
* highest occupied orbital energy (spin up / spin down): -0.35866 / -0.35991 Ha
* Kohn-Sham gap (spin up / spin down): 6.906 / 6.755 eV



[5]
The following is a quantum chemistry calculation of a structure of composition C3H7NO5S2, from OMol25.

Positions of all 18 atoms, in Å:
N  -0.4604  -0.1356  -1.4978
H  -0.1036  -0.6892  -2.4026
H  -0.7236  0.8546  -1.8868
C  -1.3388  -0.8759  -0.7144
C  -0.5568  -1.9751  0.0564
H  -0.8147  -2.9309  0.0199
H  -0.9168  -1.7449  1.4231
S  1.1776  -1.5252  -0.1488
S  1.1252  0.5584  -0.0628
O  0.0456  0.9946  0.6658
O  1.6798  1.3601  -1.1078
O  2.2418  0.7738  1.0489
H  3.1945  0.7749  0.6398
C  -2.1369  0.2356  0.2352
O  -2.5355  -0.1146  1.1838
O  -2.5721  1.2182  -0.3408
H  -2.8965  1.7131  0.1895
H  -2.2076  -1.4773  -1.1354

## Properties
* DFT total energy: -36616.4278 eV
* ΔE to the lowest compared entry with this formula, charge and spin: 267.7 kJ/mol
* M: 201.23 g/mol
* multiplicity: 1
* F_max: 0.3184 hartree/bohr
* highest occupied orbital energy: -0.33834 Ha
* Kohn-Sham gap: 9.561 eV



[6]
The following is a quantum chemistry calculation of a cluster of 2 separate species, C3H7NO6 in total, from OMol25.

Positions of all 17 atoms, in Å:
N  -4.2788  -0.6132  1.0952
O  -4.9589  -0.8477  0.0626
O  -3.2274  0.1104  1.0141
O  -4.6410  -1.0461  2.2182
C  2.9443  0.5175  -0.5806
C  1.4445  0.4801  -0.7928
C  0.6357  0.1163  0.4528
O  -0.6873  -0.2922  -0.0445
O  -1.3809  -0.8123  0.9872
O  1.2135  -0.4155  -1.8825
H  3.2011  1.2344  0.2047
H  3.3301  -0.4695  -0.3126
H  3.4499  0.8579  -1.4914
H  1.1061  1.4777  -1.0958
H  1.0969  -0.7265  0.9868
H  0.5017  0.9799  1.1158
H  0.2504  -0.5512  -1.9370

## Properties
* DFT total energy: -16987.8594 eV
* ΔE to the lowest compared entry with this formula, charge and spin: 1120.6 kJ/mol
* M: 153.09 g/mol
* multiplicity: 1
* F_max: 0.0888 hartree/bohr
* highest occupied orbital energy (spin up / spin down): -0.36623 / -0.38674 Ha
* Kohn-Sham gap (spin up / spin down): 5.369 / 6.371 eV



[7]
The following is a quantum chemistry calculation of an isolated molecule of C3H7NO7S, from OMol25.

Positions of all 19 atoms, in Å:
C  -1.0011  0.6414  0.6618
C  -1.1175  0.3120  -0.8171
C  -0.0433  -0.2872  0.0144
N  2.4245  -1.4736  -0.1186
O  2.0903  0.6444  -1.2708
O  2.0354  0.7454  1.2159
O  -1.9266  0.1154  1.5524
O  -0.5056  1.9082  0.9957
O  -2.2014  -0.4012  -1.3378
O  -0.7730  1.2763  -1.7927
O  -0.1189  -1.8760  0.4854
S  1.7111  0.0493  -0.0319
H  1.6972  -2.0544  0.0880
H  3.0379  -1.5326  0.6320
H  -2.5204  0.7924  1.5941
H  0.3118  1.8590  1.5485
H  -2.1524  -0.3481  -2.3648
H  0.2029  1.5654  -1.6139
H  -1.1509  -1.9361  0.5596

## Properties
* DFT total energy: -29878.4337 eV
* ΔE to the lowest compared entry with this formula, charge and spin: 318.4 kJ/mol
* M: 201.16 g/mol
* multiplicity: 1
* F_max: 0.1111 hartree/bohr
* SMILES: NS(=O)(=O)C1(O)C(O)(O)C1(O)O
* highest occupied orbital energy: -0.37323 Ha
* Kohn-Sham gap: 10.202 eV



[8]
The following is a quantum chemistry calculation of the ion C3H7NOS with charge -2, from OMol25.

Positions of all 13 atoms, in Å:
C  0.8460  -1.0455  0.0021
O  0.8128  -2.1086  -0.8678
C  -0.4115  -0.1887  -0.0895
C  -0.5882  0.8432  1.0250
S  0.5980  2.2474  1.1133
N  -0.4792  0.4454  -1.4235
H  0.8959  -1.3783  1.0710
H  1.6750  -0.3299  -0.1940
H  -1.2219  -0.9304  -0.0643
H  -0.5598  0.2888  1.9623
H  -1.5940  1.2697  0.9555
H  0.2140  1.1871  -1.4405
H  -0.1872  -0.3001  -2.0496

## Properties
* DFT total energy: -17594.7226 eV
* ΔE to the lowest compared entry with this formula, charge and spin: 20.1 kJ/mol
* M: 105.16 g/mol
* multiplicity: 1
* F_max: 0.0130 hartree/bohr
* total charge: -2
* SMILES: N[C@@H](C[O-])C[S-]
* highest occupied orbital energy: 0.04586 Ha
* Kohn-Sham gap: 5.114 eV



[9]
The following is a quantum chemistry calculation of the ion C3H7NOS with charge -2, from OMol25.

Positions of all 13 atoms, in Å:
C  -0.3161  0.9214  0.1305
C  -1.5795  0.0237  0.1853
S  -3.1547  1.1188  0.0713
N  1.0618  0.3810  0.2548
C  1.4901  -1.1468  -0.3080
O  2.7260  -1.5251  -0.1039
H  -0.4043  1.2397  -0.9564
H  -0.4294  1.7959  0.7582
H  -1.5205  -0.5480  1.1847
H  -1.5188  -0.6674  -0.6161
H  1.4775  1.0995  0.7938
H  1.3907  -0.8101  -1.4778
H  0.7773  -1.8825  0.0838

## Properties
* DFT total energy: -17593.2530 eV
* ΔE to the lowest compared entry with this formula, charge and spin: 161.9 kJ/mol
* M: 105.16 g/mol
* multiplicity: 1
* F_max: 0.0721 hartree/bohr
* total charge: -2
* SMILES: [O-]CNCC[S-]
* highest occupied orbital energy: 0.02348 Ha
* Kohn-Sham gap: 5.499 eV